Entry 1:
94
Properties=species:S:1:pos:R:3 method="wB97M-V/def2-TZVPD" spin_multiplicity=4 molar_mass_g_mol=632.76 s_squared=3.78 total_charge=+1 homo_ha="-0.313 / -0.311" gap_ev="6.53 / 5.62" relative_energy_kj_mol=0.0
C -0.61922 -2.38200 -1.82697
C 1.58401 -2.38173 -0.96359
C -0.38824 -3.57502 -2.50252
C 1.78558 -3.67656 -1.50426
C 0.81394 -4.25649 -2.29466
H -1.17782 -3.95596 -3.14297
H 2.74732 -4.14385 -1.31256
H 0.97007 -5.22576 -2.75913
N 0.34278 -1.77805 -1.10381
P -2.40287 -0.77223 -0.35666
P 2.49718 0.09026 -0.07105
C -1.96771 -1.68789 -1.91164
H -1.97064 -0.98551 -2.76022
H -2.74710 -2.42983 -2.12377
C 0.17504 1.65928 0.74021
O 0.32152 2.72477 1.23033
C 2.61066 -1.65154 -0.32917
H 3.52688 -2.19074 -0.08673
C 3.33855 0.89937 -1.60403
C 3.60828 0.37208 1.45734
C -3.70771 0.53534 -0.84623
C -3.13187 -2.20755 0.66219
C 2.90234 2.37221 -1.63888
H 3.22780 2.92822 -0.75082
H 3.34913 2.85694 -2.52049
H 1.80839 2.45415 -1.71984
C 4.86485 0.76544 -1.55910
H 5.32700 1.32563 -0.73820
H 5.17102 -0.28845 -1.51009
H 5.27884 1.17612 -2.49322
C 2.84944 0.19314 -2.87365
H 3.32550 0.66450 -3.74766
H 3.12155 -0.86884 -2.87939
H 1.76343 0.28204 -2.99136
C 3.85816 1.88194 1.62273
H 2.91864 2.45473 1.59896
H 4.32349 2.04644 2.60730
H 4.54374 2.28579 0.86744
C 2.85468 -0.13458 2.68884
H 1.97017 0.47595 2.89690
H 2.53322 -1.17740 2.57574
H 3.51431 -0.08488 3.56918
C 4.91997 -0.42177 1.41196
H 5.58396 -0.14868 0.58949
H 5.46259 -0.21686 2.34727
H 4.73510 -1.50038 1.37188
C -3.56975 -1.65376 2.02437
H -4.05444 -2.46721 2.58500
H -2.71129 -1.28770 2.60246
H -4.29641 -0.83917 1.94258
C -2.04386 -3.27489 0.87595
H -1.81577 -3.81978 -0.04847
H -1.11675 -2.83129 1.26557
H -2.40014 -3.99137 1.63254
C -4.32461 -2.90124 -0.02754
H -4.48561 -3.86533 0.48016
H -5.25652 -2.33259 0.05716
H -4.14238 -3.12540 -1.08512
C -3.68441 0.76358 -2.36191
H -4.00357 -0.12718 -2.92175
H -4.38834 1.57431 -2.60947
H -2.69143 1.07072 -2.71137
C -3.29600 1.82764 -0.11851
H -2.32526 2.20348 -0.47252
H -4.05664 2.59883 -0.31066
H -3.22623 1.67361 0.96875
C -5.14373 0.16070 -0.45817
H -5.50113 -0.71104 -1.02075
H -5.26875 -0.00887 0.61752
H -5.79452 1.00778 -0.72932
V -0.01910 0.04573 -0.11156
N -0.32815 1.01198 -1.83448
C -0.33755 1.62715 -2.82720
C -0.38246 2.51040 -4.05920
C 0.74563 2.09888 -5.00575
C -1.71869 2.35518 -4.78936
C -0.21156 3.96957 -3.63444
H 1.72653 2.28006 -4.54621
H 0.66004 1.03545 -5.26762
H 0.69913 2.67988 -5.93695
H -2.54453 2.75126 -4.18658
H -1.70160 2.92006 -5.73137
H -1.91482 1.30425 -5.03658
H -0.26284 4.62710 -4.51312
H -1.01164 4.26681 -2.94259
H 0.75918 4.12669 -3.14645
N -0.25730 0.96471 4.19225
C -0.19964 -0.33607 3.86703
N -0.06394 -1.22040 4.87071
S -0.25493 -0.91042 2.24011
H -0.21858 1.25100 5.16744
H -0.47031 1.67255 3.49723
H 0.03928 -2.19743 4.62592
H 0.18868 -0.93018 5.80922



Entry 2:
43
Properties=species:S:1:pos:R:3 method="wB97M-V/def2-TZVPD" molar_mass_g_mol=358.06 total_charge=-1 homo_ha=-0.230 gap_ev=8.43
C 4.04696 -0.54593 -0.13967
C 3.87758 -0.10026 -1.71533
C 2.91321 -1.14905 -2.59146
C 1.75068 -1.65516 -1.55263
C 0.43109 -2.34125 -2.30798
C -0.70596 -2.52294 -1.13312
C -2.11717 -1.73837 -1.41092
N -2.14729 -0.28970 -0.98086
C -1.89283 -0.10205 0.49721
O -1.99823 -1.08056 1.43669
O -1.54881 1.24731 1.05777
P -1.14387 0.76759 -2.00545
C -1.60708 2.61394 -1.85654
O -1.56968 0.33849 -3.67595
H 4.88821 0.14158 0.33860
H 4.39624 -1.68116 -0.01966
H 3.07435 -0.33743 0.51960
H 3.44373 0.99835 -1.72843
H 4.94427 -0.04213 -2.22888
H 3.62013 -2.03256 -2.93824
H 2.52040 -0.55037 -3.51745
H 2.15695 -2.47932 -0.82567
H 1.31240 -0.70706 -0.98524
H 0.04310 -1.66204 -3.20702
H 0.77420 -3.35354 -2.80844
H -0.21145 -2.29090 -0.08615
H -0.96114 -3.68799 -1.10550
H -2.94211 -2.29580 -0.75155
H -2.43792 -1.90497 -2.52519
H -2.33378 1.87466 0.88446
H -1.50136 3.09840 -2.94058
H -0.86567 3.23433 -1.15722
H -2.70237 2.79562 -1.46318
H -0.72779 0.19600 -4.20868
B -1.68284 1.39428 4.17673
O -2.29506 0.91391 5.42016
C -2.00303 1.80657 6.37580
O -2.36368 1.70828 7.53753
C -1.21475 2.87297 5.82082
O -0.78653 3.84165 6.42710
O -1.00958 2.65285 4.51506
F -2.70816 1.62924 3.17197
F -0.71535 0.42450 3.68747



The total energy results, record by record, are as follows: -3495.13639 -1578.64437 Ha.